(1)
The following is a quantum chemistry calculation of a molecular structure, C15H26Cl2F3NOTa, from the OMol25 dataset.

The HOMO-LUMO gap is 0.2554 hartree. The HOMO energy comes out at -4.20 eV. As for the largest force on an atom: 0.0385 hartree/bohr. Its spin multiplicity is 1. Its charge is -1.

```
49
Properties=species:S:1:pos:R:3:mulliken_charge:R:1
Ta -0.231 0.490 -0.521 0.9075
Cl -2.657 3.169 -0.340 -0.1827
Cl -1.827 0.215 2.638 -0.2408
F 3.099 2.519 -3.981 -0.3430
F 2.430 3.514 -2.147 -0.2919
F 0.984 2.467 -3.434 -0.2212
O -1.921 -4.535 0.145 -0.5404
N -1.767 -0.527 -3.164 -0.6604
C 2.809 0.244 4.417 0.1421
C 3.207 -0.093 3.356 -0.4746
C 1.388 0.087 -2.104 -1.4288
C -0.596 -1.745 -0.227 -1.1585
C -2.217 -3.361 0.908 -0.7468
C -1.751 0.628 -2.233 -0.9531
C 2.233 2.388 -2.904 0.7287
C 1.399 0.488 1.112 -1.2186
C -3.560 2.572 2.136 -1.4218
C -2.066 -2.150 0.013 -0.1515
C -1.733 1.124 1.116 -0.3394
C -2.587 2.153 1.067 0.7299
C 2.484 -0.567 0.970 0.2249
C 3.628 -0.526 2.034 -1.0144
C 2.535 1.114 -2.134 -0.6643
H -3.226 -3.420 1.324 0.3746
H 2.992 -0.492 0.012 0.0345
H -4.123 1.700 2.449 0.3579
H -2.546 -2.415 -0.926 0.2221
H 2.464 0.659 5.330 0.4297
H 1.885 1.460 1.197 0.4050
H -2.656 -1.355 0.462 0.2174
H 0.869 0.294 2.043 0.5082
H -0.906 -1.050 -3.131 0.2793
H 4.439 0.112 1.693 0.2741
H 0.183 2.280 -0.742 -0.1211
H -2.531 -1.138 -2.930 0.3055
H 1.809 -0.883 -1.846 0.5703
H -4.264 3.290 1.737 0.3973
H 4.031 -1.532 2.145 0.3943
H -1.529 -3.293 1.751 0.3470
H -3.014 2.980 2.979 0.3073
H 0.020 -2.184 0.557 0.2215
H -1.578 1.560 -2.770 0.4308
H -2.739 0.734 -1.783 0.4650
H 2.075 -1.574 1.006 0.0815
H 0.976 0.032 -3.110 0.6068
H -0.272 -2.232 -1.149 0.2690
H 3.394 0.672 -2.634 0.4375
H -1.875 -5.276 0.749 0.2908
H 2.839 1.401 -1.135 0.2130
```

=====

(2)
The following is a quantum chemistry calculation of a molecular structure, C15H26F6InN2O7, from the OMol25 dataset.

The HOMO-LUMO gap is 0.2737 hartree. The HOMO energy comes out at -5.24 eV. As for the largest force on an atom: 0.1540 hartree/bohr. Its spin multiplicity is 1. Its charge is -1.

```
57
Properties=species:S:1:pos:R:3:mulliken_charge:R:1
In -0.756 -1.347 -1.824 0.7155
F -4.158 -0.384 -1.575 -0.2195
F 9.964 0.685 -0.726 -0.2493
F -5.537 0.006 -3.220 -0.2661
F 10.179 -0.234 1.240 -0.2431
F -3.513 0.812 -3.281 -0.2172
F 9.029 1.604 1.017 -0.2424
O 7.901 -1.620 0.371 -0.5149
O -0.400 -5.144 0.085 -0.6202
O -4.420 2.888 -1.628 -0.5185
O 2.567 -2.263 -0.867 -0.6098
O -6.286 1.632 -1.172 -0.3021
O -1.184 -0.411 1.910 -0.4936
O 7.043 0.373 -0.375 -0.3061
N -0.521 1.974 3.067 -0.6677
N 0.232 -2.967 -0.845 -0.2010
C -2.052 -3.325 0.769 -0.3317
C -5.051 1.839 -1.731 0.3107
C -7.481 3.738 -1.358 -1.0988
C -0.456 2.036 1.528 -0.6879
C 8.026 -0.415 0.165 0.3830
C -6.834 2.730 -0.426 -0.1991
C -0.696 -3.818 -0.009 0.3835
C 1.666 -2.441 1.524 -0.6548
C 1.480 -2.545 -0.101 0.4409
C -4.568 0.580 -2.449 0.8970
C 5.813 -0.289 -0.710 -0.2820
C 4.940 -0.447 0.522 -0.5781
C -1.384 0.358 -0.468 -0.6412
C 9.290 0.402 0.426 0.8330
C -0.486 0.481 0.927 0.2919
H 1.287 -3.407 2.082 0.3473
H -1.485 1.722 3.387 0.2604
H -8.225 3.250 -1.995 0.2962
H 0.590 0.107 0.657 0.0480
H -7.594 2.311 0.243 0.3114
H 2.838 -2.389 1.744 0.2296
H 0.409 -0.619 -3.035 -0.3395
H 0.198 1.302 3.419 0.2861
H -2.211 -1.903 -2.774 -0.3563
H -1.328 1.407 -1.028 0.3083
H -2.736 -4.295 0.890 0.3081
H -1.860 -2.956 1.888 0.0795
H -1.362 2.692 1.124 0.2246
H 5.301 0.344 -1.442 0.3247
H -2.099 -0.015 2.019 0.3116
H -2.714 -2.556 0.164 0.0005
H 0.581 2.553 1.266 0.2679
H -6.740 4.192 -2.023 0.3127
H -7.969 4.534 -0.789 0.3672
H 5.417 -1.096 1.263 0.3134
H -6.068 3.195 0.206 0.3094
H 6.007 -1.252 -1.196 0.3071
H 3.971 -0.878 0.257 -0.0353
H 1.191 -1.490 2.018 0.1259
H -2.522 0.239 -0.137 -0.0040
H 4.777 0.521 1.004 0.2851
```

=====

(3)
The following is a quantum chemistry calculation of a molecular structure, C15H26IO4P2Tc, from the OMol25 dataset.

The HOMO-LUMO gap (spin up / spin down) is 0.2105 / 0.2281 hartree. The HOMO energy (spin up / spin down) comes out at -18.65 / -18.94 eV. As for the largest force on an atom: 0.1140 hartree/bohr. Its spin multiplicity is 4. Its charge is +3.

```
49
Properties=species:S:1:pos:R:3:mulliken_charge:R:1
I -2.238 -0.442 -1.733 0.2765
Tc 0.325 0.032 0.525 0.4351
P -1.628 0.012 1.764 1.1914
P 1.356 -0.119 -1.554 1.0656
O 0.956 -1.715 1.406 -0.8538
O 2.040 2.352 1.608 -0.1872
O 2.518 -0.513 2.482 -0.7214
O 4.630 -1.761 1.585 -0.4936
C 1.263 -1.823 -2.191 -1.1437
C 2.012 -1.617 2.152 0.9253
C 4.045 -2.893 2.044 0.4819
C -3.214 0.873 1.528 -1.1651
C 1.408 1.453 1.225 0.1636
C 4.240 -5.134 2.881 -0.4935
C 2.702 -2.872 2.488 0.4076
C -0.867 1.614 -0.507 -1.7190
C -2.130 -1.727 2.015 -1.0694
C 1.025 0.908 -3.024 -1.2780
C 3.150 0.102 -1.308 -1.2105
C 2.944 -5.063 3.415 -0.5851
C 4.783 -4.074 2.171 -0.5298
C 2.149 -3.944 3.175 -0.2597
C -1.087 0.516 3.427 -1.3232
H -1.304 -2.277 2.484 0.2271
H -0.046 0.897 -3.257 0.3814
H 1.588 0.521 -3.885 0.4618
H -0.370 1.340 3.341 0.3371
H -3.686 0.536 0.595 0.3600
H -0.155 2.140 -1.150 0.5701
H 5.786 -4.096 1.746 0.4998
H 1.798 -1.887 -3.148 0.4650
H 0.209 -2.093 -2.329 0.3405
H -3.875 0.654 2.379 0.5081
H -0.595 -0.328 3.922 0.3909
H -3.022 -1.766 2.656 0.4722
H 1.339 1.940 -2.827 0.4462
H 1.117 -3.858 3.530 0.4502
H 2.556 -5.887 4.013 0.4713
H -1.091 2.309 0.320 0.4850
H -1.812 1.635 -1.088 0.5948
H 1.722 -2.503 -1.462 0.3126
H 4.074 -1.005 1.932 0.4638
H -3.038 1.954 1.467 0.4337
H 3.333 1.115 -0.930 0.3926
H 3.530 -0.620 -0.575 0.2435
H 3.679 -0.035 -2.259 0.4851
H 4.839 -6.035 3.024 0.4495
H -1.952 0.839 4.015 0.5002
H -2.352 -2.169 1.035 0.3436
```

=====

(4)
The following is a quantum chemistry calculation of a single C15H26N2O molecule, from the OMol25 dataset.

Its relative energy (zero: lowest compared OMol25 entry of this formula, charge and spin) is 0.000 eV. The HOMO-LUMO gap is 0.3229 hartree. The HOMO energy comes out at -7.99 eV. As for the largest force on an atom: 0.0704 hartree/bohr. Its spin multiplicity is 1. Its charge is 0.

```
44
Properties=species:S:1:pos:R:3:mulliken_charge:R:1
O -1.261 -3.425 1.040 -0.6880
N 1.161 0.783 1.804 0.1209
N -0.076 -1.500 1.007 0.1653
C -2.684 0.304 -2.168 -0.8629
C 1.813 -0.810 3.452 -0.8270
C 0.298 1.678 1.023 -0.9414
C 0.630 -0.083 2.896 0.2499
C -0.043 0.954 -2.812 -0.7799
C 2.622 0.848 1.812 -0.6763
C 0.070 -3.189 -0.903 -0.8062
C -0.492 -2.677 0.416 0.6765
C -1.067 1.654 -3.721 -0.7785
C -2.471 1.043 -3.527 -0.6884
C -1.879 0.898 -1.009 -0.4805
C 3.088 -0.023 2.980 -0.5805
C 0.522 1.350 -0.411 -0.9653
C -0.455 -1.050 2.351 -1.0774
C -0.430 0.994 -1.354 1.1705
H -2.348 -0.743 -2.301 0.2032
H 3.541 0.571 3.779 0.3026
H -1.112 2.714 -3.454 0.3406
H -3.754 0.294 -1.954 0.4335
H 2.985 1.878 1.978 0.2929
H 0.978 1.328 -3.007 0.4237
H 1.527 1.538 -0.789 0.2740
H -2.216 1.901 -0.712 0.3787
H -0.736 1.531 1.311 0.3940
H -0.611 -1.911 3.046 0.3931
H -1.375 -0.468 2.291 0.3751
H -0.039 -2.369 -1.662 0.0762
H -3.182 1.866 -3.601 0.2946
H -0.762 1.587 -4.766 0.3832
H -0.046 -0.124 -3.108 0.1878
H 0.607 2.719 1.216 0.4053
H 0.191 0.566 3.694 0.3251
H -2.026 0.306 -0.122 0.1348
H 1.871 -1.834 3.103 0.3258
H 1.094 -3.437 -0.707 0.3229
H 3.050 0.483 0.871 0.2832
H -2.719 0.351 -4.337 0.3317
H 3.871 -0.700 2.614 0.2610
H -0.465 -4.112 -1.274 0.2694
H 0.541 -0.874 0.490 0.0074
H 1.789 -0.809 4.524 0.3496
```